This record from the Open Molecules 2025 dataset describes C32H44MgN4P2Si as an isolated structure in a non-equilibrium geometry. The level of theory is ωB97M-V/def2-TZVPD.

ORCA input file:
```
! RIJCOSX wB97M-V def2-TZVPD def2/J DEFGRID3
* xyz 0 1
P -1.906 -1.392 0.071
P -1.581 1.669 -0.634
Si 4.497 0.015 2.516
Mg 0.163 -0.050 -0.205
N -1.430 3.286 -0.065
N -2.380 -2.139 1.570
N -1.924 -2.767 -0.980
N -1.741 1.887 -2.346
C -1.856 5.439 0.436
C -7.017 -1.004 -4.201
C 2.863 0.366 1.626
C -6.574 -1.058 -6.716
C -0.671 1.646 -3.237
C -2.142 4.425 -0.471
C -2.880 2.195 -3.094
C -6.437 -1.515 -5.289
C -1.131 1.859 -4.528
C -3.330 -2.428 3.603
C 1.808 0.160 0.997
C -0.709 3.585 1.116
C -0.957 4.910 1.430
C -2.601 -4.514 -2.227
C -1.333 -4.060 -2.733
C -0.933 -2.981 -1.960
C -7.196 1.511 -3.939
C 5.163 -1.762 2.489
C -2.523 2.198 -4.444
C 1.501 -1.588 0.751
C -6.202 1.411 -6.286
C -2.947 -3.709 -1.146
C -6.237 1.881 -5.032
C 4.213 0.541 4.296
C -2.085 -3.153 3.574
C 5.701 1.145 1.641
C -3.257 1.081 -0.117
C -7.941 0.177 -4.103
C -7.078 0.378 -6.927
C -1.511 -2.959 2.330
C -3.484 -1.809 2.369
C -3.431 -0.429 -0.451
H 0.305 1.355 -2.856
H -7.223 -1.740 -7.290
H -7.022 0.564 -8.015
H -0.556 1.806 -5.432
H -3.199 -5.321 -2.611
H -4.021 -2.349 4.422
H 4.477 -2.464 2.982
H -3.801 -3.688 -0.486
H 1.493 -2.032 1.761
H -5.556 2.698 -4.747
H 5.284 2.159 1.626
H 5.325 -2.117 1.463
H -2.761 4.376 -1.356
H -8.670 0.241 -4.916
H 5.167 0.533 4.846
H -2.259 6.434 0.396
H -7.945 2.308 -3.786
H 0.643 -2.145 0.219
H 2.404 -1.961 0.232
H -0.089 2.822 1.577
H -4.030 1.685 -0.615
H -1.677 -3.722 4.383
H 5.836 0.820 0.600
H -4.316 -0.843 0.061
H 6.669 1.149 2.158
H -8.134 0.458 -6.653
H -0.564 5.447 2.268
H -4.255 -1.153 1.979
H 3.788 1.556 4.296
H -5.839 -2.434 -5.198
H 3.494 -0.140 4.786
H -3.515 -0.601 -1.544
H -0.576 -3.309 1.907
H 6.128 -1.810 3.017
H -3.820 2.359 -2.593
H -3.285 1.255 0.978
H -5.476 1.841 -6.997
H -5.580 -1.149 -7.178
H -3.192 2.434 -5.258
H -0.810 -4.476 -3.569
H -6.876 -1.504 -3.228
H -0.040 -2.357 -1.993
H -8.519 0.033 -3.172
H -6.615 1.472 -3.003
*
```

F_max: 0.0553 hartree/bohr
Highest occupied orbital energy (alpha / beta): -6.2 / -5.0 eV
Kohn-Sham gap (alpha / beta): 5.9 / 5.2 eV
E_tot: -71752.5974 eV

Mulliken atomic charges, in units of e: -0.76, -0.40, 0.11, 0.67, 0.45, 0.66, 0.63, 0.52, -0.61, -0.24, 0.36, -0.48, -0.30, -0.22, -0.45, -0.49, -0.95, -0.66, -0.44, -0.39, -0.51, -0.78, -0.59, -0.26, -0.38, -0.97, -0.32, -1.07, -0.32, -0.38, -0.32, -0.95, -0.66, -0.95, -0.93, -0.94, -0.89, -0.46, -0.34, -1.06, 0.36, 0.34, 0.37, 0.43, 0.45, 0.44, 0.30, 0.48, 0.39, 0.53, 0.28, 0.31, 0.36, 0.34, 0.29, 0.43, 0.36, 0.13, 0.47, 0.27, 0.66, 0.45, 0.29, 0.63, 0.29, 0.32, 0.45, 0.33, 0.29, 0.38, 0.29, 0.35, 0.44, 0.31, 0.49, 0.28, 0.30, 0.31, 0.40, 0.48, 0.35, 0.18, 0.40, 0.06